1.
Below is 7 unconnected molecules or ions with the total composition C29H59BNO8 at a distorted geometry, with properties calculated with the ωB97M-V functional and the def2-TZVPD basis.

Values from the calculation:
**ΔE to the lowest compared entry with this formula, charge and spin**: 0.000 eV
**Orbital gap**: 5.78 eV
**HOMO**: -0.1421 Ha
**Total charge**: -1
**Lowest unoccupied orbital energy**: 1.914 eV

The geometry in XYZ format:
```
98
Properties=species:S:1:pos:R:3:mulliken_charge:R:1
C 2.569 -0.986 -4.130 -0.532
C 4.045 -1.305 -4.244 0.558
C 4.574 -1.837 -5.570 -1.498
N 4.752 -1.091 -3.219 -0.114
C 5.824 -1.934 -2.693 0.013
C 5.702 -3.433 -2.971 -0.473
O 6.670 -3.948 -2.100 -0.719
B 6.496 -3.149 -0.835 0.768
O 5.720 -1.913 -1.310 -0.693
H 1.997 -1.117 -5.050 0.299
H 2.157 -1.571 -3.310 0.200
H 2.479 0.058 -3.823 0.124
H 5.580 -1.443 -5.718 0.351
H 3.956 -1.522 -6.411 0.438
H 4.663 -2.925 -5.572 0.246
H 6.814 -1.576 -3.034 0.181
H 5.893 -3.772 -3.993 0.177
H 4.699 -3.736 -2.621 0.242
H 7.605 -2.807 -0.396 -0.297
H 5.809 -3.708 0.027 -0.279
C 1.624 1.876 0.016 -0.643
C 0.097 1.905 -0.059 -0.131
C -0.146 1.633 -1.538 -0.317
O 0.925 0.808 -1.973 -0.201
C 1.960 0.768 -0.974 -0.349
H 2.012 1.674 1.012 0.387
H 2.036 2.829 -0.324 0.299
H -0.319 1.096 0.546 -0.199
H -0.344 2.846 0.274 0.433
H -0.135 2.566 -2.119 0.239
H -1.094 1.121 -1.729 0.083
H 1.944 -0.213 -0.493 0.246
H 2.928 0.888 -1.459 0.091
C 7.322 0.811 0.343 -0.263
C 7.688 1.026 1.810 -0.584
C 6.845 2.247 2.165 -0.530
O 5.668 2.175 1.365 -0.436
C 5.848 1.170 0.347 -0.012
H 7.493 -0.202 -0.021 0.149
H 7.883 1.507 -0.287 0.280
H 7.374 0.163 2.401 0.271
H 8.753 1.186 1.979 0.367
H 7.381 3.177 1.931 0.264
H 6.555 2.275 3.219 0.266
H 5.242 0.295 0.595 0.046
H 5.501 1.567 -0.606 0.205
C -3.533 -1.778 1.193 -0.547
C -3.335 -1.358 2.651 -0.013
C -1.818 -1.406 2.773 -0.501
O -1.299 -1.077 1.484 -0.418
C -2.344 -1.109 0.515 -0.114
H -4.486 -1.466 0.766 0.317
H -3.460 -2.864 1.102 0.302
H -3.692 -0.339 2.805 -0.179
H -3.838 -2.000 3.369 0.492
H -1.471 -2.409 3.044 0.216
H -1.429 -0.696 3.504 0.205
H -2.587 -0.079 0.222 -0.002
H -1.991 -1.642 -0.369 0.277
C -3.210 0.597 7.494 -0.580
C -4.734 0.631 7.390 -0.544
C -4.947 0.342 5.909 -0.398
O -3.865 -0.499 5.507 -0.281
C -2.862 -0.525 6.523 -0.456
H -2.841 0.411 8.501 0.359
H -2.789 1.543 7.145 0.277
H -5.169 -0.165 7.998 0.269
H -5.175 1.577 7.700 0.332
H -4.918 1.263 5.317 0.232
H -5.889 -0.167 5.701 0.254
H -2.888 -1.501 7.021 0.290
H -1.882 -0.402 6.060 0.242
C -0.986 -0.770 -4.634 -0.313
C -0.793 0.627 -5.215 -0.152
C -1.931 0.700 -6.225 -0.507
O -2.991 -0.102 -5.698 -0.437
C -2.503 -0.879 -4.601 -0.428
H -0.525 -0.897 -3.655 0.148
H -0.564 -1.517 -5.310 0.337
H -0.928 1.378 -4.434 -0.038
H 0.186 0.781 -5.666 0.402
H -1.626 0.288 -7.194 0.261
H -2.302 1.714 -6.384 0.301
H -2.907 -0.464 -3.670 0.170
H -2.864 -1.904 -4.705 0.305
C -7.402 2.606 0.735 -0.606
C -6.416 1.470 0.471 -0.555
C -6.168 0.947 1.880 0.042
O -7.377 1.170 2.611 -0.435
C -8.242 2.027 1.866 -0.488
H -7.998 2.882 -0.134 0.372
H -6.866 3.494 1.078 0.262
H -6.887 0.698 -0.142 0.332
H -5.501 1.787 -0.027 0.354
H -5.357 1.496 2.371 0.057
H -5.926 -0.115 1.900 0.070
H -9.075 1.433 1.474 0.277
H -8.646 2.789 2.534 0.287
```

=====

2.
Below is 2 unconnected molecules or ions with the total composition C29H59F3N3O4 at a distorted geometry, with properties calculated with the ωB97M-V functional and the def2-TZVPD basis.

Values from the calculation:
**ΔE to the lowest compared entry with this formula, charge and spin**: 0.000 eV
**Orbital gap**: 8.99 eV
**HOMO**: -0.4317 Ha
**Total charge**: +1
**Lowest unoccupied orbital energy**: -2.756 eV

The geometry in XYZ format:
```
98
Properties=species:S:1:pos:R:3:mulliken_charge:R:1
C -1.037 6.663 -0.801 -1.358
C -0.365 5.334 -0.547 -0.088
O 0.524 5.009 -1.592 -0.418
C 1.726 4.412 -1.157 -1.138
C 1.538 2.997 -0.656 0.796
C 1.400 1.970 -1.769 -0.906
C 1.587 0.527 -1.300 -0.724
C 0.711 0.174 -0.109 -0.159
N 0.907 -1.218 0.338 1.404
C 0.297 -2.214 -0.557 -1.329
C -1.065 -2.696 -0.063 -0.169
C -2.217 -1.874 -0.633 -1.061
O -2.018 -1.589 -1.998 -0.428
C -2.437 -0.296 -2.391 -0.758
C 1.565 -1.532 1.412 -3.422
N 1.861 -2.835 1.761 1.193
C 1.038 -3.503 2.811 0.739
C 0.393 -4.807 2.280 -1.558
C 1.979 -3.913 3.956 -0.730
C 3.175 -4.735 3.440 -1.205
N 2.061 -0.488 2.219 1.468
C 1.298 -0.349 3.482 -1.128
C -0.236 -0.240 3.363 -0.332
C -0.780 1.108 3.858 0.184
C -2.312 1.066 3.706 -1.636
C -0.268 2.227 2.956 -1.399
C 3.508 -0.681 2.464 1.189
C 4.072 0.471 3.308 -1.777
C 4.313 -0.726 1.143 -0.177
C 4.737 -2.121 0.672 -1.007
H -0.287 7.433 -0.948 0.322
H -1.682 6.929 0.028 0.391
H -1.640 6.569 -1.695 0.309
H -1.145 4.569 -0.477 0.229
H 0.121 5.343 0.429 0.343
H 2.134 5.021 -0.347 0.467
H 2.463 4.442 -1.952 0.444
H 0.656 2.937 -0.029 -0.297
H 2.373 2.725 -0.010 0.086
H 0.466 2.056 -2.320 0.265
H 2.189 2.172 -2.488 0.425
H 2.643 0.364 -1.110 0.302
H 1.303 -0.124 -2.125 0.347
H -0.316 0.211 -0.470 0.105
H 0.772 0.874 0.700 0.181
H 0.176 -1.732 -1.516 0.914
H 0.987 -3.026 -0.737 0.708
H -1.092 -2.565 1.009 -0.112
H -1.169 -3.738 -0.333 0.505
H -3.124 -2.470 -0.527 0.653
H -2.369 -0.978 -0.028 0.325
H -1.853 -0.020 -3.263 0.253
H -3.491 -0.252 -2.662 0.281
H -2.260 0.463 -1.628 0.352
H 2.003 -3.420 0.950 0.577
H 0.227 -2.884 3.175 -0.488
H 0.943 -5.216 1.441 0.357
H -0.657 -4.691 2.056 0.412
H 0.468 -5.550 3.062 0.460
H 2.403 -3.040 4.446 0.203
H 1.434 -4.461 4.715 0.776
H 3.447 -5.515 4.138 0.334
H 3.029 -5.113 2.437 0.269
H 4.033 -4.074 3.386 0.278
H 1.511 -1.206 4.123 -0.058
H 1.636 0.512 4.036 1.035
H -0.694 -1.010 3.978 0.609
H -0.619 -0.366 2.352 -0.253
H -0.495 1.280 4.890 0.634
H -2.607 1.549 2.780 0.364
H -2.808 1.626 4.488 0.401
H -2.690 0.051 3.662 0.408
H -0.762 2.197 1.994 0.171
H -0.566 3.169 3.409 0.526
H 0.815 2.232 2.850 0.347
H 3.724 -1.582 3.036 -0.464
H 3.857 1.420 2.831 0.271
H 5.134 0.297 3.414 0.561
H 3.637 0.427 4.299 0.447
H 3.757 -0.186 0.386 -0.465
H 5.219 -0.159 1.309 0.621
H 5.636 -2.081 0.071 0.449
H 3.966 -2.520 0.010 0.184
H 4.812 -2.831 1.482 0.157
C -3.967 -1.176 -6.544 -0.885
C -5.423 -0.820 -6.747 -0.267
O -5.717 0.478 -6.198 -0.314
C -5.400 1.522 -6.960 0.328
O -4.896 1.484 -8.044 -0.506
C -5.812 2.822 -6.250 0.905
F -5.451 2.802 -4.952 -0.233
F -7.147 2.977 -6.309 -0.249
F -5.238 3.879 -6.827 -0.236
H -3.701 -1.101 -5.488 0.087
H -3.769 -2.191 -6.885 0.381
H -3.316 -0.496 -7.094 0.331
H -6.063 -1.518 -6.209 0.326
H -5.705 -0.860 -7.798 0.343
```